Here is a structure of composition C22H19MoN4O3S2 at a distorted geometry from the Open Molecules 2025 dataset. Energies are from ωB97M-V/def2-TZVPD.

```
51
C22H19MoN4O3S2 (ωB97M-V/def2-TZVPD)
H -2.422 1.799 2.231
O -1.193 -0.530 2.336
N 0.228 1.414 2.186
H 3.784 3.961 -3.495
C 0.595 -4.929 1.582
H 2.199 -1.366 1.819
C 0.605 -2.564 0.995
H -2.748 2.247 0.705
O 0.795 3.495 2.989
H 2.467 0.171 -5.013
C 0.574 0.673 3.340
C 2.217 -3.399 2.541
H -4.291 1.317 -2.889
C 0.081 2.810 2.333
C 0.057 -3.859 0.883
H 1.522 0.124 3.282
N -0.088 -1.599 0.298
H -2.519 2.130 -1.427
H -0.839 3.650 0.565
C -2.075 -1.216 -0.995
Mo -0.508 0.314 0.793
C 1.878 1.672 -2.047
N 2.581 2.801 -2.273
O -0.666 -1.138 4.429
S 1.189 1.556 -0.424
C -0.540 -0.458 3.474
H 0.618 1.305 4.237
C -3.686 0.610 -2.345
S -1.343 -3.817 -0.165
C 3.195 2.105 -4.439
H 2.629 3.503 -1.532
C 3.231 3.034 -3.419
C -3.127 -1.662 -1.803
C -1.857 0.184 -0.800
C 1.714 -2.338 1.811
C 1.670 -4.679 2.421
C 2.495 0.919 -4.235
H 0.180 -5.919 1.485
C 1.837 0.696 -3.030
C -2.678 1.059 -1.501
H 2.092 -5.493 2.990
C -1.149 3.237 1.534
C -3.926 -0.753 -2.474
H 3.054 -3.248 3.205
C -1.162 -2.125 -0.333
H -1.677 4.029 2.079
H 1.309 -0.228 -2.845
N -1.968 2.026 1.334
H 3.703 2.303 -5.371
H -4.726 -1.104 -3.109
H -3.313 -2.721 -1.911
```

Properties
HOMO level: -17.5 eV
charge: +3
E: -58723.979 eV